C5H6N2O in the gas phase, computed with ωB97M-V/def2-TZVPD.

Structure (XYZ):
```
14
Properties=species:S:1:pos:R:3:forces:R:3
C 0.70837 -1.01445 -0.58720 0.0988 -3.6802 1.0651
C -0.04375 -0.01913 0.23223 2.9450 -3.6332 3.7205
C -0.68655 1.00104 -0.06823 -3.1845 4.8142 -0.5182
C -0.78905 2.10128 1.00163 2.4677 0.9883 -0.7311
C 0.04573 0.15144 1.82054 2.1892 -0.1571 -0.2634
H 0.62343 -1.84684 -2.79873 -0.6379 2.2787 3.2426
H -0.84039 -1.67319 -1.91746 3.0536 1.8864 -0.1539
H 1.86238 -0.91607 -0.42077 -2.1154 0.3149 -0.9642
H 0.51692 -2.00276 0.07135 0.4735 1.5177 -1.6544
H -0.93981 1.11312 -1.03574 -0.9350 1.2566 -3.1844
H 0.40594 -0.40407 2.69224 0.1362 -1.2073 -1.0051
N 0.16135 -1.14242 -2.02421 -1.6567 -3.0445 -0.5098
N -0.05395 1.34111 2.19193 -2.9800 2.9616 -0.1661
O -0.97062 3.31095 0.84243 0.1456 -4.2960 1.1223
```
Forces are in eV/Å.

Properties
* net charge: 0
* HOMO: -9.646 eV
* structure (SMILES): NCC1=CC(=O)N=C1
* Kohn-Sham gap: 0.3350 Eh
* energy: -10305.6696 eV
* M: 110.12 g/mol
* energy above the lowest of the compared OMol25 structures with the same formula, charge and spin: 379.6 kJ/mol

---

2 unconnected molecules or ions with the total composition C9H15N3, computed with ωB97M-V/def2-TZVPD.

Structure (XYZ):
```
27
Properties=species:S:1:pos:R:3:forces:R:3
C 3.22167 -1.49438 0.06988 0.3318 0.1257 -0.0266
C 3.64605 -0.20832 -0.08551 0.3191 -0.2323 0.0083
C 1.48574 -0.27933 0.15637 -2.3641 1.2362 -0.1062
C -1.00988 0.91334 0.05036 2.0992 0.4843 0.1014
C -1.58663 -1.04696 1.33702 0.1450 0.1017 -0.0074
C -1.37094 -1.18595 -1.14784 0.1813 0.0864 0.0663
C -3.30655 0.07931 -0.13852 0.1911 0.1508 0.0656
C 2.46269 2.00386 -0.13224 -0.1816 0.3982 0.0562
C -1.82273 -0.30163 0.01786 -0.5107 -0.7789 0.0132
N 1.85948 -1.52235 0.21530 -0.3956 -0.0748 0.0547
N -0.88407 2.11225 0.07886 0.0055 -0.6352 -0.0066
N 2.51517 0.57365 -0.03785 0.2836 -0.5434 -0.0031
H 3.79204 -2.40282 0.08223 0.2164 -0.0890 -0.0064
H 4.62191 0.21233 -0.22162 0.2045 0.0782 -0.0360
H -1.93215 -0.45755 2.18416 -0.0285 0.0324 0.1022
H -0.52158 -1.24453 1.44554 0.0100 -0.0573 0.0512
H -2.12301 -1.99257 1.32522 -0.0994 -0.0592 -0.0613
H -0.32763 -1.45661 -1.00414 0.0147 -0.0522 -0.0649
H -1.97076 -2.09246 -1.17325 -0.1370 -0.0415 0.0472
H -1.47683 -0.66880 -2.09772 -0.0307 0.0572 -0.1508
H -3.64238 0.69309 0.69584 -0.0505 0.0478 0.0558
H -3.47283 0.62385 -1.06539 -0.0443 0.0454 -0.0998
H -3.90684 -0.82783 -0.15961 -0.0120 -0.0524 0.0022
H 1.62694 2.30321 -0.76566 0.1161 -0.0147 0.0511
H 2.32337 2.45507 0.85408 0.0328 0.0083 -0.0877
H 3.39376 2.37379 -0.56230 -0.0651 -0.0427 0.0142
H -1.59401 2.83834 0.07890 -0.2317 -0.1787 -0.0329
```
Forces are in eV/Å.

Properties
* net charge: 0
* HOMO (spin up / spin down): -7.941 / -7.357 eV
* Kohn-Sham gap (spin up / spin down): 0.3013 / 0.2666 Eh
* energy: -14042.5075 eV
* M: 165.24 g/mol
* energy above the lowest of the compared OMol25 structures with the same formula, charge and spin: 391.3 kJ/mol

---

2 unconnected molecules or ions with the total composition C5H10N3, computed with ωB97M-V/def2-TZVPD.

Structure (XYZ):
```
18
Properties=species:S:1:pos:R:3:forces:R:3
C 1.87764 1.44344 1.47748 -2.1260 0.9614 -2.4147
C 0.88709 1.45474 0.52253 0.6516 -1.7295 -0.3570
C 1.39351 -0.59158 0.86628 0.2760 -2.8524 0.6307
C -2.24718 0.24700 -0.87892 -3.0058 2.3234 1.9553
C -1.08432 -0.44759 -1.23717 3.0719 -1.6814 -1.2484
N 2.18337 0.17571 1.68170 0.6438 -2.7171 0.9856
N 0.60469 0.14779 0.12419 0.5284 1.2655 1.2335
N -0.80705 -1.70908 -0.99732 -3.7653 1.2253 0.8479
H 2.50244 2.22429 1.68837 1.1907 1.8046 1.2576
H 0.50308 2.14108 -0.16617 -0.3585 1.7105 -0.0468
H 1.43227 -1.75616 0.90135 -0.1018 2.4732 -0.0758
H -2.15833 1.40169 -0.97793 -0.2473 -2.2104 -0.1924
H -3.05098 -0.20346 -1.50736 0.4095 0.7673 -0.2019
H -2.66963 0.04587 0.13214 0.7017 0.0221 -0.4079
H -0.59414 -0.03681 -2.11255 0.6232 0.1065 0.3328
H 2.83017 -0.14438 2.43413 -0.8515 0.1284 -1.2256
H -0.09950 -2.15521 -1.46205 1.9173 -1.3300 -1.2910
H -1.50315 -2.23731 -0.48871 0.4420 -0.2674 0.2183
```
Forces are in eV/Å.

Properties
* net charge: +1
* HOMO: -12.702 eV
* Kohn-Sham gap: 0.3348 Eh
* energy: -9809.7651 eV
* M: 112.16 g/mol
* energy above the lowest of the compared OMol25 structures with the same formula, charge and spin: 191.3 kJ/mol

---

A molecular structure, C3H6O3, computed with ωB97M-V/def2-TZVPD.

Structure (XYZ):
```
12
Properties=species:S:1:pos:R:3:forces:R:3
O 0.23036 -1.70146 0.67946 -1.0858 0.5458 0.4202
C 1.17228 -0.31784 0.44407 -0.9830 -0.7998 0.3689
C 0.28676 0.55824 -0.44249 0.1912 -0.3334 0.1496
O -0.16138 -0.19618 -1.54022 -0.0865 0.1079 -0.2231
C -0.93344 1.01456 0.35992 -0.0283 -0.1641 0.0475
O -2.05054 0.66243 0.06982 0.3923 0.2274 0.0147
H -0.20455 -1.70148 -0.19546 -0.1103 -0.1716 0.1844
H 1.40297 -1.51558 0.27003 1.5823 1.5740 -0.5238
H 1.26837 0.14671 1.44260 0.1791 -0.5491 -0.3921
H 0.84532 1.46302 -0.75477 -0.0635 -0.3080 0.1087
H -1.12564 -0.06921 -1.57251 0.0595 -0.0355 -0.0667
H -0.73051 1.65679 1.23955 -0.0469 -0.0936 -0.0883
```
Forces are in eV/Å.

Properties
* net charge: 0
* HOMO: -9.252 eV
* Kohn-Sham gap: 0.3627 Eh
* energy: -9346.6529 eV
* M: 90.08 g/mol
* energy above the lowest of the compared OMol25 structures with the same formula, charge and spin: 450.0 kJ/mol

---

Which value of energy above the lowest of the compared OMol25 structures with the same formula, charge and spin does entry 4 give?
450.0 kJ/mol

---

Among the records above, which one has the lowest M?
C3H6O3